A molecular structure, C25H23F6N11O6S2SeZr, computed with ωB97M-V/def2-TZVPD.

```
75
Properties=species:S:1:pos:R:3:forces:R:3:mulliken_charge:R:1
Zr 0.769 0.174 -0.503 -0.2 -0.2 0.0 -1.11
Se -2.488 0.105 -4.201 0.0 0.0 0.0 -0.23
S -2.627 -0.251 2.785 0.0 -0.2 0.0 1.00
S -2.411 1.671 0.687 0.0 0.0 0.0 1.24
F -4.302 -2.059 3.581 0.0 0.0 0.0 -0.20
F -4.778 -1.191 1.653 0.0 0.0 0.0 -0.16
F -3.738 2.365 -1.437 0.0 0.0 0.0 -0.17
F -5.156 -0.070 3.468 0.0 0.0 0.0 -0.22
F -4.910 2.359 0.383 0.0 0.0 0.0 -0.23
F -4.375 0.485 -0.562 0.0 0.0 0.0 -0.17
O -1.873 -1.219 2.037 -0.1 0.1 0.1 -0.52
O 3.990 2.935 -0.472 0.0 0.0 0.0 -0.74
O 2.373 -3.768 -0.363 0.0 0.0 0.0 -0.71
O -1.557 0.780 -0.089 0.1 -0.1 0.0 0.05
O -1.993 3.039 0.793 0.0 0.0 0.0 -0.75
O -2.249 -0.012 4.156 0.0 0.0 0.0 -0.79
N 0.632 2.394 -1.357 0.1 0.0 0.0 0.53
N -2.868 1.126 2.065 0.0 0.1 0.1 -0.68
N 0.472 0.416 3.264 0.0 0.0 0.0 -0.05
N 1.033 -1.781 3.641 0.0 0.0 0.0 0.22
N -0.142 2.627 3.285 0.0 0.0 0.0 -0.41
N -0.074 0.060 -2.536 0.0 0.0 0.0 -0.58
N 2.139 -1.534 -0.982 0.0 0.0 0.1 0.34
N 2.776 0.963 -0.743 0.0 0.0 0.0 0.83
N 0.647 1.683 1.305 0.1 0.0 0.0 -0.01
N 1.223 -0.909 1.493 0.0 0.1 -0.1 0.26
N -0.519 -1.861 -0.690 -0.1 0.0 -0.1 0.75
C -1.844 -1.993 -0.815 0.0 0.0 0.0 -0.62
C -0.308 -4.228 -0.938 0.0 0.0 0.0 -0.61
C 1.768 3.083 -1.205 0.0 0.0 0.0 0.61
C 0.226 -2.960 -0.783 0.0 -0.1 0.0 0.60
C 1.157 -3.147 3.149 0.0 0.0 0.0 -1.08
C 4.535 -2.224 -1.098 0.0 0.0 0.0 -0.77
C -0.402 4.334 -2.259 0.0 0.0 0.0 -1.17
C 0.762 5.060 -2.059 0.0 0.0 0.0 -0.49
C 3.531 -1.271 -0.935 0.0 0.0 0.0 0.54
C 5.224 0.434 -0.649 0.0 0.0 0.0 -1.10
C 2.979 2.308 -0.738 -0.1 0.1 0.0 0.42
C 5.868 -1.850 -1.028 0.0 0.0 0.0 -0.72
C 0.936 -0.779 2.749 -0.1 0.0 0.1 0.51
C 0.991 -1.572 5.080 0.0 0.0 0.0 -1.25
C 3.880 0.074 -0.748 0.0 0.0 0.0 0.69
C -1.680 -4.360 -1.048 0.0 0.0 0.0 -0.68
C -3.968 1.721 -0.300 0.0 0.0 0.0 0.64
C -4.334 -0.929 2.880 0.0 0.0 0.0 0.47
C 6.209 -0.531 -0.787 0.0 0.0 0.0 -0.64
C -1.020 0.073 -3.227 0.0 0.0 0.0 0.45
C 0.339 1.584 2.554 0.0 0.0 0.0 -0.23
C 1.871 4.423 -1.527 0.0 0.0 0.0 -0.73
C -2.459 -3.217 -0.998 0.0 0.0 0.0 -0.99
C 1.712 -2.791 -0.706 0.1 0.0 0.0 -0.29
C -0.428 3.001 -1.892 0.0 0.0 0.0 -0.09
H -0.563 2.415 4.176 0.0 0.0 0.0 0.26
H 1.717 -1.778 1.337 0.0 0.0 0.0 -0.15
H 0.506 -3.290 2.286 0.0 0.0 0.0 0.29
H 4.273 -3.252 -1.271 0.0 0.0 0.0 0.49
H -3.534 -3.255 -1.101 0.0 0.0 0.0 0.55
H -1.312 2.399 -2.042 0.0 0.0 0.0 0.27
H 0.508 2.640 0.998 0.0 0.0 0.0 0.21
H 0.833 -3.825 3.935 0.0 0.0 0.0 0.46
H -2.132 -5.333 -1.185 0.0 0.0 0.0 0.43
H 1.612 -2.325 5.559 0.0 0.0 0.0 0.46
H 2.183 -3.398 2.865 0.0 0.0 0.0 0.34
H -0.647 3.322 2.752 0.0 0.0 0.0 0.27
H 1.402 -0.598 5.338 0.0 0.0 0.0 0.42
H -0.148 0.326 4.057 0.0 0.0 0.0 0.39
H -2.430 -1.092 -0.777 0.0 0.0 0.0 0.65
H -0.027 -1.654 5.474 0.0 0.0 0.0 0.33
H 7.249 -0.240 -0.710 0.0 0.0 0.0 0.40
H 0.371 -5.067 -0.977 0.0 0.0 0.0 0.59
H 6.638 -2.601 -1.154 0.0 0.0 0.0 0.39
H -1.283 4.783 -2.693 0.0 0.0 0.0 0.48
H 0.810 6.106 -2.330 0.0 0.0 0.0 0.45
H 5.490 1.461 -0.475 0.0 0.0 0.0 0.52
H 2.818 4.918 -1.369 0.0 0.0 0.0 0.56
```
Forces are in eV/Å.

Calculated values
energy = -159584.3328 eV
energy above the lowest of the compared OMol25 structures with the same formula, charge and spin = 0.000 eV
orbital gap = 7.190 eV

---

A molecular structure, C25H23IN6O3PbS, computed with ωB97M-V/def2-TZVPD.

```
60
Properties=species:S:1:pos:R:3:forces:R:3:mulliken_charge:R:1
Pb 0.392 0.232 1.076 -0.1 0.5 -0.4 1.31
I 3.702 0.027 6.459 0.0 0.0 -0.3 0.19
S -1.247 -0.023 3.176 0.2 -0.2 0.1 -0.37
O -5.394 -1.729 -3.021 0.1 -0.1 0.0 -0.49
O 1.841 1.631 -0.160 0.0 -0.6 0.7 -0.35
O -1.170 -5.899 -2.554 0.0 0.1 0.0 -0.49
N -1.471 0.027 -0.560 0.0 -0.1 -0.1 0.04
N -2.356 1.988 4.444 -0.1 -0.1 0.0 -0.34
N -1.134 2.668 2.688 -0.5 0.8 0.2 -1.00
N -0.201 2.561 1.788 0.6 -0.7 0.4 0.58
N 0.367 -1.946 -0.114 -0.1 0.3 0.2 -0.11
N 2.513 -0.158 2.336 -0.3 0.0 -0.3 -0.09
C 3.657 -0.170 1.643 0.1 0.0 0.0 -0.05
C -3.399 0.935 -1.628 0.0 -0.1 -0.1 -1.11
C -4.763 -0.488 -3.243 0.0 0.0 0.0 -0.83
C 3.739 -0.062 4.369 0.0 0.0 0.3 -0.54
C -2.317 1.032 -0.773 0.0 0.1 0.1 -0.20
C 0.212 -4.431 -1.320 -0.1 0.1 0.0 0.50
C 1.956 2.928 -2.095 0.0 -0.2 0.1 -0.62
C 0.780 3.784 -0.090 0.3 -0.5 0.1 1.17
C -1.542 1.658 3.452 0.4 -0.3 -0.3 0.75
C 1.305 5.246 -1.956 -0.1 0.0 0.2 -0.55
C -0.756 -3.460 -1.549 0.0 0.0 0.0 -0.63
C 0.015 3.656 1.081 0.0 0.3 -0.4 -0.74
C 1.889 4.159 -2.661 0.0 0.0 0.0 -0.51
C 4.932 -0.080 3.659 -0.1 0.0 0.0 -0.02
C 0.103 -5.779 -1.969 0.1 -0.1 0.0 -0.56
C 1.276 -4.117 -0.481 0.0 0.0 0.0 -1.10
C 2.543 -0.105 3.669 0.0 0.0 0.1 -0.10
C 0.758 5.051 -0.722 0.0 0.3 -0.3 -0.92
C 1.308 -2.867 0.099 0.1 -0.1 0.1 -0.26
C -1.659 -1.144 -1.188 -0.2 0.1 -0.1 0.18
C 1.514 2.706 -0.748 -0.4 0.6 -0.4 0.47
C -0.659 -2.217 -0.939 0.2 -0.2 0.0 0.12
C -3.616 -0.269 -2.284 0.0 0.0 0.1 0.78
C -2.732 -1.318 -2.046 0.0 0.0 0.0 -0.43
C 4.886 -0.139 2.274 0.0 0.0 0.0 -1.08
H 0.267 5.871 -0.212 0.0 0.0 0.0 0.40
H 1.592 -0.103 4.187 0.0 0.0 0.0 0.41
H 3.573 -0.191 0.564 0.0 0.0 0.0 0.54
H 1.277 6.227 -2.410 0.0 0.0 0.0 0.44
H 5.794 -0.153 1.688 0.0 0.0 0.0 0.43
H 2.112 -2.591 0.772 0.0 0.0 0.0 0.52
H -4.352 -0.532 -4.255 0.0 0.1 0.0 0.27
H -2.632 2.952 4.562 0.0 0.0 -0.1 0.26
H -5.462 0.351 -3.208 0.0 0.0 0.0 0.41
H 2.422 2.090 -2.596 0.0 0.0 0.0 0.47
H -2.925 -2.260 -2.540 0.1 0.0 0.0 0.46
H 2.289 4.323 -3.652 0.0 0.0 0.0 0.43
H -2.771 1.276 5.024 0.0 0.0 0.1 0.22
H -1.283 -6.785 -2.909 0.0 0.0 0.0 0.33
H 5.880 -0.047 4.179 0.0 0.0 0.0 0.43
H -0.481 4.558 1.437 -0.1 -0.1 0.0 0.36
H 0.283 -6.549 -1.212 0.0 0.0 0.0 0.36
H -6.065 -1.646 -2.337 0.0 0.0 0.0 0.32
H 0.900 -5.864 -2.720 0.0 0.0 0.0 0.34
H -1.576 -3.715 -2.200 0.0 0.1 0.0 0.67
H -4.054 1.784 -1.772 0.0 0.0 0.0 0.43
H 2.061 -4.832 -0.273 0.0 0.0 0.0 0.48
H -2.122 1.950 -0.228 0.0 0.0 0.0 0.44
```
Forces are in eV/Å.

Calculated values
energy = -65549.7925 eV
energy above the lowest of the compared OMol25 structures with the same formula, charge and spin = 0.057 eV
orbital gap (spin up / spin down) = 4.709 / 4.710 eV
net charge = +2

---

A molecular structure, C25H23IrN6O2S in a non-equilibrium geometry, computed with ωB97M-V/def2-TZVPD.

```
58
Properties=species:S:1:pos:R:3:forces:R:3:mulliken_charge:R:1
Ir 0.835 -0.029 -0.005 -2.7 -0.6 -2.1 1.24
S -1.154 -1.314 -1.243 0.5 1.6 1.0 -0.32
O 0.179 -0.666 1.880 2.8 -0.8 -1.2 -0.72
O 1.135 1.731 -1.643 0.5 -1.0 0.6 -0.24
N 0.970 -2.908 -1.419 -0.2 -1.1 -0.3 -0.41
N 3.108 -0.015 0.218 -1.1 0.6 0.5 -0.21
N 1.782 -1.872 -1.090 0.6 1.3 1.5 0.13
N -1.789 1.098 0.928 0.4 1.7 -0.7 0.07
N -0.729 1.410 0.284 0.7 -3.2 1.4 -0.34
N -1.104 -3.898 -1.581 0.4 0.3 -0.1 -0.37
C 3.786 -3.148 -1.732 -0.1 0.0 -0.1 -1.96
C -4.386 0.941 1.885 -0.1 -0.2 0.1 -0.20
C -6.065 -0.366 3.000 0.1 -0.5 0.2 -0.58
C 0.035 3.772 -2.428 0.1 -0.2 0.0 -0.84
C -2.055 4.397 -1.388 0.2 0.1 -0.3 -0.98
C 2.082 1.830 -2.697 0.4 0.0 -0.5 -1.05
C -1.053 4.627 -2.325 -0.1 -0.1 0.2 -0.70
C 3.827 -0.897 -0.508 0.5 0.4 0.3 0.45
C 0.138 2.671 -1.589 -1.5 0.2 0.8 1.02
C -1.039 -0.857 2.159 -2.8 0.9 -0.6 0.75
C -1.510 -2.030 2.807 0.8 0.1 0.3 -0.82
C 3.729 0.899 0.947 0.2 0.4 0.3 -0.10
C 5.223 -0.830 -0.526 -0.6 -0.1 -0.1 -0.67
C -2.050 0.139 1.768 1.6 -1.9 0.4 0.30
C -0.855 2.454 -0.605 0.3 1.9 -1.2 0.47
C -3.412 -0.019 2.194 -0.8 0.1 0.1 0.85
C -5.126 -1.328 3.312 -0.3 0.2 -0.1 -0.93
C -2.813 -2.177 3.171 0.0 0.4 -0.1 -0.78
C -5.695 0.765 2.276 0.3 0.0 -0.1 -0.83
C 5.112 0.999 1.006 0.2 -0.3 -0.3 -0.75
C 3.072 -1.976 -1.150 -0.9 -0.5 -0.4 1.02
C -1.951 3.329 -0.531 0.5 -0.3 0.2 -0.42
C 5.870 0.124 0.242 -0.2 0.3 0.2 -0.55
C -0.380 -2.790 -1.420 0.3 -0.3 0.1 0.63
C -3.791 -1.180 2.908 0.1 0.4 -0.2 0.66
H -0.703 -4.813 -1.709 0.0 0.0 -0.1 0.20
H 0.792 3.980 -3.165 0.1 0.0 -0.1 0.43
H 6.948 0.179 0.247 0.1 0.0 0.0 0.47
H -3.134 -3.077 3.671 0.0 -0.2 0.1 0.45
H -2.908 5.055 -1.328 0.0 0.1 0.0 0.42
H -0.775 -2.787 3.038 0.0 -0.1 0.1 0.50
H 4.688 -2.827 -2.246 0.0 0.0 0.0 0.46
H -7.089 -0.492 3.314 -0.1 0.0 0.0 0.42
H 3.100 1.561 1.525 0.0 0.0 0.0 0.50
H -2.105 -3.810 -1.653 0.0 0.0 0.1 0.24
H 3.170 -3.673 -2.460 0.0 0.0 0.0 0.56
H 2.663 2.752 -2.629 -0.1 0.0 0.1 0.39
H 2.754 0.982 -2.592 0.0 0.0 0.0 0.18
H -6.439 1.501 2.014 0.0 0.1 0.0 0.44
H 5.809 -1.505 -1.128 0.0 -0.1 0.0 0.32
H -2.687 3.153 0.238 0.0 0.0 -0.1 0.54
H 1.366 -3.845 -1.487 0.1 0.4 0.0 0.27
H -1.108 5.490 -2.970 0.0 0.0 -0.1 0.43
H 4.086 -3.841 -0.944 0.0 0.0 0.0 0.37
H -4.107 1.822 1.333 0.0 0.1 -0.1 0.31
H 5.585 1.735 1.632 0.0 0.2 0.1 0.45
H 1.581 1.783 -3.666 0.0 0.0 0.1 0.44
H -5.410 -2.210 3.865 0.0 -0.1 0.1 0.43
```
Forces are in eV/Å.

Calculated values
energy = -52991.3233 eV
energy above the lowest of the compared OMol25 structures with the same formula, charge and spin = 3.536 eV
orbital gap (spin up / spin down) = 5.150 / 5.301 eV
net charge = +2

---

A molecular structure, C25H23N4ORhS4 in a non-equilibrium geometry, computed with ωB97M-V/def2-TZVPD.

```
58
Properties=species:S:1:pos:R:3:forces:R:3:mulliken_charge:R:1
Rh 0.446 1.129 -0.013 -0.2 0.6 -1.0 -0.03
S 2.647 -1.486 6.884 0.1 -0.2 0.4 0.14
S 1.844 2.696 -1.210 0.1 -0.1 0.1 -0.42
S -0.618 3.423 0.082 0.0 -0.3 0.2 -0.28
S 0.832 5.477 -1.524 0.0 -0.2 0.0 -0.24
O -0.853 0.374 -1.469 -0.1 -0.2 0.5 0.14
N 2.307 0.667 1.269 -0.1 0.0 0.3 0.16
N -0.264 0.708 2.097 -0.1 -0.3 0.0 0.09
N 1.171 -1.241 6.286 0.1 0.0 0.1 -0.66
N 3.550 -0.963 5.656 0.0 -0.1 0.1 -0.67
C 0.285 -2.315 -0.054 -0.1 -0.2 0.0 -0.80
C -1.593 1.402 -4.102 0.1 0.1 0.2 0.28
C -1.539 0.705 2.452 0.0 0.2 -0.1 -0.43
C -1.638 -2.371 -4.413 0.0 0.0 0.0 -1.10
C 2.055 0.270 2.526 0.0 0.0 0.0 0.16
C 0.645 0.210 2.944 0.0 0.0 0.1 -0.37
C 4.403 0.087 2.994 0.0 -0.1 0.2 -0.47
C -1.474 -0.057 -3.706 -0.1 0.0 0.1 0.29
C 2.709 -0.574 4.719 -0.2 0.1 -0.3 0.77
C 3.566 0.794 0.882 0.0 0.0 -0.1 -0.14
C -2.481 2.234 -3.169 -0.1 -0.1 0.0 -1.28
C -1.166 -0.500 -2.372 0.1 -0.3 -0.3 0.51
C 1.341 -0.734 5.082 0.0 0.2 -0.3 0.70
C -1.219 -1.913 -2.074 0.0 0.2 0.1 0.73
C -1.074 -0.356 4.526 0.1 -0.1 0.2 -0.56
C 3.081 -0.058 3.412 0.0 -0.1 0.1 0.31
C -0.209 2.037 -4.275 0.0 0.0 0.0 -1.06
C -2.236 -1.910 0.210 0.1 -0.1 0.1 -1.38
C 0.279 -0.310 4.186 0.1 0.0 0.1 0.58
C 0.678 3.961 -0.919 0.0 0.4 -0.2 0.32
C 4.647 0.526 1.717 0.1 0.0 -0.1 -0.95
C -1.434 -2.804 -3.105 0.0 0.0 -0.1 -0.81
C -1.112 -2.468 -0.668 0.1 0.2 0.0 0.33
C -1.684 -1.010 -4.686 0.0 -0.1 0.0 -0.74
C -1.993 0.161 3.650 -0.1 0.1 0.0 -1.04
H -2.223 1.176 1.757 0.0 -0.1 -0.1 0.52
H -2.080 1.396 -5.081 0.0 0.0 0.0 0.47
H -1.457 -3.865 -2.883 0.0 0.0 0.0 0.40
H -1.285 -3.543 -0.754 0.0 -0.1 0.0 0.53
H -2.560 3.254 -3.551 0.0 -0.1 0.0 0.43
H -0.296 3.021 -4.741 0.0 0.0 0.0 0.42
H -3.050 0.175 3.882 0.1 0.0 0.0 0.46
H -3.206 -2.141 -0.234 0.0 0.0 0.0 0.42
H -1.788 -3.091 -5.207 0.0 0.0 0.0 0.37
H 3.723 1.126 -0.135 0.0 0.1 0.0 0.38
H -1.366 -0.776 5.481 0.0 0.0 0.0 0.54
H -2.071 2.288 -2.162 0.0 0.0 0.0 -0.07
H 0.644 -1.292 -0.103 0.1 0.2 0.0 -0.21
H 5.205 -0.151 3.683 0.0 0.0 0.0 0.53
H -2.158 -0.829 0.295 0.0 0.1 0.0 0.07
H -1.899 -0.675 -5.695 0.0 0.0 0.0 0.40
H -2.202 -2.351 1.212 0.0 0.1 -0.1 0.41
H 1.005 -2.929 -0.598 0.0 0.0 0.0 0.39
H 0.280 2.163 -3.309 0.0 0.0 0.0 -0.08
H 5.655 0.658 1.347 0.0 0.0 0.0 0.42
H 0.285 -2.628 0.994 0.0 0.0 -0.1 0.44
H -3.489 1.810 -3.112 0.1 0.0 0.0 0.35
H 0.432 1.412 -4.905 0.0 0.1 0.0 0.34
```
Forces are in eV/Å.

Calculated values
energy = -80654.8191 eV
2S+1 = 5
<S²> = 6.05
energy above the lowest of the compared OMol25 structures with the same formula, charge and spin = 0.105 eV
orbital gap (spin up / spin down) = 5.354 / 4.742 eV